ORCA calculation (wB97M-V/def2-TZVPD) on a single C4H5NO3 molecule.

```
13
C4H5NO3, DFT wB97M-V/def2-TZVPD
N -2.47 0.21 -0.05
C -1.12 0.04 -0.10
C -0.26 -1.03 -0.06
C 1.03 -0.42 0.00
O 2.18 -1.12 0.00
C 0.88 0.91 -0.04
O 1.69 1.99 -0.05
O -0.41 1.21 0.03
H -2.67 1.13 0.28
H -3.16 -0.45 0.08
H -0.40 -2.12 -0.08
H 2.12 -2.06 0.09
H 2.60 1.72 -0.10
```

Results
- HOMO-LUMO gap: 7.6 eV
- E_HOMO: -0.251 Eh
- Total charge: 0
- LUMO level: 0.7329 eV


ORCA calculation (wB97M-V/def2-TZVPD) on 2 unconnected molecules or ions with the total composition C5H12OSi2.

```
20
C5H12OSi2, DFT wB97M-V/def2-TZVPD
C -0.30 -2.57 0.00
C 0.13 -1.41 -0.53
Si 0.83 0.11 0.05
C 0.29 1.91 -0.31
O 2.46 0.10 0.04
Si 4.06 0.10 0.05
H -0.55 -3.48 -0.48
H -0.96 -2.41 0.93
H 0.36 2.57 0.58
H 0.96 2.29 -1.12
H -0.66 1.91 -0.74
H 4.03 0.02 1.60
H 4.66 -0.80 -0.86
H 4.53 1.53 -0.35
C -3.18 -0.25 -0.41
C -3.31 0.38 0.73
H -3.77 0.07 -1.26
H -2.75 -1.19 -0.52
H -3.92 1.26 0.94
H -2.91 -0.13 1.65
```

Results
- HOMO-LUMO gap (spin up / spin down): 7.6 / 7.6 eV
- E_HOMO (spin up / spin down): -0.278 / -0.278 Eh
- Total charge: 0
- LUMO level (spin up / spin down): -0.0033 / -0.0032 eV


Total energy (eV)
-11860.0085 -23179.1517
Strongest force on any atom (eV/A)
2.5 3.7
Energy relative to the best compared isomer or geometry (same formula, charge and spin) (kcal/mol)
45.9 79.2